1.
Density functional theory data (ωB97M-V/def2-TZVPD) for an isolated ion of composition C7H14 and charge +1 at a distorted geometry.

Atoms and positions in Å:
C1 1.68 0.98 -1.13
C2 1.80 0.32 0.26
C3 1.24 -1.11 0.28
C4 0.00 -1.34 -0.67
C5 -2.42 1.12 1.09
C6 -1.43 0.10 0.76
C7 -1.04 -0.34 -0.51
H1 1.92 0.27 -1.91
H2 2.36 1.81 -1.22
H3 0.69 1.43 -1.28
H4 1.28 0.94 0.98
H5 2.85 0.21 0.48
H6 1.99 -1.76 -0.17
H7 0.94 -1.47 1.26
H8 -0.41 -2.35 -0.57
H9 0.38 -1.25 -1.69
H10 -2.56 1.87 0.32
H11 -3.37 0.61 1.35
H12 -2.16 1.69 1.98
H13 -1.09 -0.47 1.62
H14 -1.47 0.12 -1.40

The energy above the lowest of the compared OMol25 structures with the same formula, charge and spin comes out at 32.2 kJ/mol. The multiplicity is 2. As for the maximum force: 1.36 eV/A. The total charge is +1.

---

2.
Density functional theory data (ωB97M-V/def2-TZVPD) for C7H14AlF5GaLiO2 as an isolated structure at a distorted geometry.

Atoms and positions in Å:
F1 -3.29 -1.30 -0.44
C1 -2.10 -1.00 0.05
F2 -1.61 0.05 -0.66
F3 -1.28 -2.03 -0.17
C2 -2.17 -0.66 1.57
F4 -3.46 -0.76 1.98
F5 -1.45 -1.67 2.26
Ga1 -1.38 1.23 2.04
H1 -2.21 2.27 1.13
H2 -1.53 1.65 3.60
H3 0.15 1.17 1.64
C3 1.58 1.51 -3.20
C4 2.59 0.36 -3.28
C5 3.48 0.66 -2.08
O1 2.62 1.28 -1.09
C6 1.40 1.64 -1.67
H4 0.65 1.30 -3.75
H5 2.02 2.42 -3.62
H6 2.07 -0.59 -3.16
H7 3.14 0.34 -4.21
H8 4.28 1.35 -2.33
H9 3.91 -0.24 -1.64
H10 0.61 0.97 -1.30
H11 1.17 2.67 -1.33
Li1 -1.89 3.91 3.29
C7 -1.35 -4.03 3.88
O2 -0.20 -4.29 4.28
H12 -2.00 -3.39 4.52
H13 -1.26 -3.24 2.96
H14 -1.88 -4.81 3.28
Al1 -0.60 3.22 -2.53

The value obtained for the total energy is -84322.6045 eV. The multiplicity is 1. As for the maximum force: 2.32 eV/A. The total charge is +2.

---

3.
Density functional theory data (ωB97M-V/def2-TZVPD) for C7H14Cl2DyO as an isolated structure at a distorted geometry.

Atoms and positions in Å:
Dy1 0.10 1.24 3.23
Cl1 -1.23 2.89 1.99
Cl2 1.82 1.48 4.95
C1 1.15 0.05 1.46
H1 1.19 0.08 0.38
H2 1.83 -0.77 1.81
C2 -1.02 -0.99 -0.54
C3 0.16 -1.53 -0.93
H3 -1.70 -1.53 0.13
C4 1.14 -0.83 -1.83
H4 0.47 -2.53 -0.59
C5 0.85 0.68 -1.93
H5 2.18 -1.01 -1.54
H6 1.01 -1.24 -2.85
C6 -0.64 0.93 -2.12
H7 1.19 1.18 -1.02
H8 1.42 1.11 -2.77
C7 -1.45 0.39 -0.93
H9 -0.83 2.00 -2.27
H10 -0.96 0.40 -3.03
H11 -1.38 1.09 -0.07
H12 -2.52 0.37 -1.21
O1 -0.90 -0.78 3.29
H13 -0.49 -1.26 2.53
H14 -1.38 -1.42 3.83

The energy above the lowest of the compared OMol25 structures with the same formula, charge and spin comes out at 184.8 kJ/mol. The multiplicity is 6. As for the maximum force: 3.76 eV/A. The total charge is -1.

---

4.
Density functional theory data (ωB97M-V/def2-TZVPD) for one molecule with the formula C7H14ClN at a distorted geometry.

Atoms and positions in Å:
H1 0.18 1.54 3.23
N1 0.52 1.06 2.35
C1 -0.12 1.14 1.28
Cl1 -1.44 2.18 0.97
C2 0.45 0.39 0.07
C3 0.94 1.58 -0.84
C4 1.64 -0.50 0.41
C5 -0.76 -0.37 -0.60
C6 -0.26 -1.52 -1.54
C7 -1.83 -0.95 0.50
H2 1.09 1.22 -1.88
H3 1.68 2.23 -0.37
H4 0.11 2.33 -0.95
H5 1.94 -1.14 -0.38
H6 2.52 0.16 0.65
H7 1.43 -1.10 1.30
H8 -1.27 0.28 -1.26
H9 0.12 -2.40 -0.95
H10 0.42 -1.07 -2.26
H11 -1.08 -1.93 -2.11
H12 -1.49 -0.99 1.49
H13 -2.55 -0.19 0.57
H14 -2.25 -1.92 0.29

The energy above the lowest of the compared OMol25 structures with the same formula, charge and spin comes out at 0.0 kJ/mol. The SMILES is [H]/N=C(\Cl)C(C)(C)C(C)C. The multiplicity is 1. As for the maximum force: 3.25 eV/A.

---

5.
Density functional theory data (ωB97M-V/def2-TZVPD) for C7H14F12FeN6O16S4 as an isolated structure at a distorted geometry.

Atoms and positions in Å:
Fe1 5.90 -9.88 -10.05
C1 9.45 -6.85 -10.43
F1 9.49 -6.88 -9.08
F2 9.90 -5.62 -10.89
F3 10.20 -7.76 -10.88
S1 7.66 -7.21 -11.32
O1 7.01 -8.35 -10.62
O2 6.88 -5.96 -11.21
O3 7.91 -7.56 -12.74
C2 2.56 -9.88 -13.28
F4 2.01 -9.37 -14.43
F5 1.64 -10.11 -12.33
F6 3.28 -10.91 -13.51
S2 3.82 -8.60 -12.52
O4 4.71 -8.14 -13.63
O5 3.00 -7.51 -11.96
O6 4.64 -9.24 -11.44
C3 6.48 -11.53 -14.76
F7 5.75 -12.35 -14.04
F8 7.23 -12.04 -15.69
F9 5.75 -10.60 -15.40
S3 7.69 -10.65 -13.47
O7 8.81 -11.54 -13.19
O8 8.26 -9.43 -14.15
O9 6.92 -10.20 -12.33
C4 5.69 -14.29 -9.39
F10 5.15 -15.55 -9.55
F11 5.14 -13.70 -8.38
F12 6.94 -14.37 -9.12
S4 5.54 -13.09 -10.93
O10 5.82 -11.75 -10.43
O11 6.52 -13.51 -11.95
O12 4.15 -13.32 -11.48
O13 5.81 -10.58 -8.04
H1 6.45 -10.78 -7.36
H2 4.97 -10.61 -7.59
C5 4.45 -7.38 -8.48
O14 4.98 -8.38 -8.94
N1 4.03 -6.40 -9.22
N2 4.14 -7.11 -7.27
H3 4.25 -6.37 -10.21
H4 3.52 -5.64 -8.78
H5 4.48 -7.68 -6.51
H6 3.61 -6.26 -7.09
C6 9.09 -10.94 -9.46
O15 7.91 -10.62 -9.77
N3 9.67 -10.90 -8.35
N4 9.95 -11.21 -10.41
H7 9.17 -10.69 -7.49
H8 10.64 -11.17 -8.34
H9 9.47 -11.49 -11.26
H10 10.67 -11.91 -10.28
C7 2.69 -11.36 -9.09
O16 3.69 -10.78 -9.52
N5 2.21 -11.24 -7.94
N6 1.99 -12.16 -9.87
H11 2.74 -10.79 -7.20
H12 1.61 -12.03 -7.78
H13 1.10 -12.46 -9.49
H14 2.42 -12.55 -10.69

The value obtained for the total energy is -159521.1455 eV. The multiplicity is 7. As for the maximum force: 6.91 eV/A.

---

6.
Density functional theory data (ωB97M-V/def2-TZVPD) for C7H14F3N2O9PSTl as an isolated structure at a distorted geometry.

Atoms and positions in Å:
Tl1 -2.00 -14.80 8.06
C1 -0.63 -11.22 11.37
F1 -0.12 -10.00 11.44
F2 0.24 -12.10 11.92
F3 -1.74 -11.28 12.09
S1 -0.96 -11.59 9.60
O1 -1.59 -12.88 9.74
O2 -1.93 -10.70 9.07
O3 0.38 -11.58 9.01
P1 -4.61 -18.68 7.13
O4 -0.77 -17.18 4.79
O5 -3.14 -18.87 7.30
O6 -1.57 -16.56 5.14
O7 -4.95 -17.37 6.50
C2 1.07 -14.62 7.49
O8 0.41 -15.04 8.43
N1 2.27 -13.98 7.54
C3 2.85 -13.37 6.34
C4 2.83 -13.86 8.87
H1 0.71 -14.78 6.46
H2 2.48 -13.87 5.49
H3 3.89 -13.39 6.39
H4 2.59 -12.27 6.24
H5 3.67 -13.17 8.87
H6 2.01 -13.51 9.49
H7 3.22 -14.85 9.19
C5 -1.03 -12.24 4.97
O9 -0.88 -13.07 5.86
N2 -0.83 -10.90 5.05
C6 -1.35 -9.87 4.06
C7 -0.18 -10.35 6.17
H8 -1.36 -12.54 3.99
H9 -0.67 -9.09 3.67
H10 -2.15 -9.25 4.48
H11 -1.84 -10.44 3.29
H12 -0.92 -9.62 6.58
H13 0.04 -11.12 6.91
H14 0.84 -9.84 5.99

The value obtained for the total energy is -61861.4347 eV. The multiplicity is 1. As for the maximum force: 16.11 eV/A. The total charge is -1.

---

7.
Density functional theory data (ωB97M-V/def2-TZVPD) for C7H14FN2 as an isolated structure at a distorted geometry.

Atoms and positions in Å:
C1 2.08 -1.55 -1.07
C2 3.13 -1.26 0.02
C3 -0.06 -0.04 -0.88
C4 -1.33 1.69 0.42
C5 1.25 -0.38 -0.53
C6 2.16 -0.21 0.49
C7 -1.10 -0.49 1.26
N1 -0.65 0.51 0.35
N2 -2.99 1.52 -0.38
F1 2.24 0.71 1.44
H1 2.60 -1.57 -2.04
H2 1.68 -2.61 -0.99
H3 3.49 -1.95 0.83
H4 4.04 -0.82 -0.31
H5 -0.26 0.72 -1.72
H6 -0.51 -0.93 -1.26
H7 -1.42 1.93 1.48
H8 -0.82 2.46 -0.20
H9 -1.71 -1.18 0.69
H10 -0.32 -1.06 1.68
H11 -1.70 -0.05 2.07
H12 -3.06 2.27 -1.05
H13 -3.56 1.70 0.47
H14 -3.15 0.55 -0.78

The energy above the lowest of the compared OMol25 structures with the same formula, charge and spin comes out at 429.5 kJ/mol. The multiplicity is 1. As for the maximum force: 5.03 eV/A. The total charge is +1.

---

8.
Density functional theory data (ωB97M-V/def2-TZVPD) for an isolated ion of composition C7H14N and charge +1 at a distorted geometry.

Atoms and positions in Å:
C1 0.12 -1.68 0.03
C2 0.53 -1.93 -1.27
C3 0.25 -2.59 1.19
C4 -0.38 -0.31 0.17
C5 -1.09 1.97 -0.43
C6 1.21 1.24 -0.84
C7 -0.28 0.74 -0.84
N1 -0.46 0.27 1.61
H1 0.86 -1.18 -1.91
H2 0.50 -2.97 -1.54
H3 0.98 -3.40 1.16
H4 -0.27 -2.45 2.09
H5 -1.04 2.68 -1.15
H6 -0.96 2.51 0.53
H7 -2.24 1.69 -0.37
H8 1.84 0.31 -0.77
H9 1.33 2.07 0.01
H10 1.27 1.81 -1.76
H11 -0.55 0.27 -1.67
H12 -0.74 1.20 1.52
H13 0.38 -0.02 2.23
H14 -1.28 -0.23 2.00

The energy above the lowest of the compared OMol25 structures with the same formula, charge and spin comes out at 468.5 kJ/mol. The multiplicity is 1. As for the maximum force: 5.73 eV/A. The total charge is +1.

---

9.
Density functional theory data (ωB97M-V/def2-TZVPD) for C7H14N as an isolated structure at a distorted geometry.

Atoms and positions in Å:
C1 2.38 -0.70 -0.15
C2 1.10 0.09 -0.22
C3 -0.18 -0.41 0.29
C4 -0.55 -1.84 0.02
C5 -1.24 0.43 0.96
C6 -2.61 0.39 0.49
C7 -3.78 1.13 0.80
N1 3.51 0.98 -1.63
H1 2.85 -0.86 0.77
H2 2.49 -1.64 -0.72
H3 0.89 0.38 -1.25
H4 1.18 1.07 0.30
H5 0.23 -2.52 -0.24
H6 -1.00 -2.20 0.93
H7 -0.88 -0.85 -0.63
H8 -1.09 0.65 2.04
H9 -2.78 -0.32 -0.30
H10 -3.60 1.92 1.49
H11 -4.70 0.89 0.37
H12 3.15 0.00 -0.70
H13 4.22 1.59 -1.36
H14 3.82 0.48 -2.37

The energy above the lowest of the compared OMol25 structures with the same formula, charge and spin comes out at 1025.6 kJ/mol. The multiplicity is 1. As for the maximum force: 5.21 eV/A. The total charge is +1.

---

10.
Density functional theory data (ωB97M-V/def2-TZVPD) for a 2-piece molecular cluster, C7H14N2 overall at a distorted geometry.

Atoms and positions in Å:
C1 0.52 1.70 -0.51
C2 0.38 0.19 -0.44
C3 1.73 -0.52 -0.42
C4 -0.66 -0.41 -1.16
C5 -1.96 0.21 -1.18
N1 -0.59 -1.73 -1.54
H1 1.26 2.05 0.22
H2 -0.41 2.21 -0.27
H3 0.85 2.03 -1.50
H4 1.66 -1.54 -0.02
H5 2.44 0.02 0.20
H6 2.15 -0.59 -1.42
H7 -2.18 0.24 0.03
H8 -1.97 1.26 -1.45
H9 -2.72 -0.34 -1.73
H10 0.17 -2.30 -1.20
H11 -1.46 -2.23 -1.62
C6 0.56 -0.09 2.53
C7 -0.57 0.05 1.60
N2 -1.76 0.17 1.59
H12 1.03 -1.06 2.42
H13 1.31 0.68 2.33
H14 0.21 0.03 3.56

The energy above the lowest of the compared OMol25 structures with the same formula, charge and spin comes out at 198.4 kJ/mol. The SMILES is CC(C)=C(C)N.CC#N. The multiplicity is 1. As for the maximum force: 2.35 eV/A.